95
Properties=species:S:1:pos:R:3:forces:R:3 method="wB97M-V/def2-TZVPD" lumo_ev=-0.15 orbital_gap_ev=7.67 homo_ha=-0.288 energy_ev=-122778.1262 relative_energy_kj_mol=15.9 total_charge=0
Sb 1.624285 -0.747298 -0.760045 -0.15 0.05 0.07
Pd -0.766787 0.589171 1.053215 -0.14 0.01 0.26
Cl -1.513314 -0.289771 5.730382 -0.04 0.03 0.04
Cl -4.210095 -0.760602 4.788845 0.02 -0.01 -0.03
Cl -2.459375 -2.986068 5.393833 0.00 -0.01 0.01
Si 0.135959 1.727047 -0.616214 0.18 -0.12 -0.24
Si 2.107125 2.959186 -1.104838 -0.03 0.01 0.00
Si -1.227290 2.707115 1.813332 -0.01 0.04 -0.03
Si -1.331552 1.930515 -2.471979 0.06 -0.01 0.01
O -2.163384 -2.363957 2.592209 -0.09 0.02 -0.02
O -1.751934 -0.161202 2.846348 -0.05 0.04 0.04
N -1.452670 -1.349793 -0.374379 0.04 0.05 -0.11
C -4.324441 -3.323793 -0.583993 0.01 0.00 0.00
C -3.853702 -2.189378 0.069311 -0.04 0.11 0.03
C -2.518434 -1.726058 -0.163174 0.05 -0.17 -0.02
C -1.156302 0.470804 -3.636060 -0.02 0.02 -0.03
C -6.431409 -3.043340 0.533732 0.00 0.00 0.00
C 1.285780 -2.680664 -1.581563 0.02 0.03 -0.09
C -3.063520 2.667785 2.201124 0.00 -0.01 0.00
C 5.961716 -1.016201 0.046657 0.00 0.00 0.01
C 5.708331 -0.931869 -2.339266 0.00 0.00 0.00
C 0.792280 -2.604008 3.143708 0.04 -0.01 -0.01
C -3.074981 1.952060 -1.781290 -0.01 0.00 0.00
C 2.110511 -3.724948 -1.170774 0.02 0.03 0.02
C -2.523159 -1.352248 4.733609 -0.02 0.03 -0.03
C 1.213260 -1.643905 4.049693 0.04 -0.02 0.00
C -0.236835 2.907593 3.392495 -0.01 -0.01 0.01
C 0.142985 -4.191332 -3.069875 0.01 0.00 0.00
C 0.956457 -5.231577 -2.646019 0.00 0.00 0.00
C -5.621080 -3.747159 -0.347052 -0.01 0.00 0.01
C -0.945390 4.279017 0.790674 0.00 0.02 0.01
C 3.757288 -0.848677 -0.917629 -0.01 0.02 0.01
C 4.582356 -0.938343 0.198801 0.00 0.01 -0.01
C 2.709144 2.361535 -2.786233 0.01 0.03 0.01
C 1.941224 -4.997586 -1.696125 0.00 0.00 0.00
C 1.805475 4.804341 -1.304787 -0.02 0.01 0.03
C -5.952212 -1.913705 1.184314 0.00 0.00 0.00
C 0.900634 -2.372772 1.777844 -0.02 0.01 0.01
C 6.525983 -1.009566 -1.219975 0.00 -0.01 0.00
C 0.307125 -2.918745 -2.538279 0.01 -0.04 0.01
C -1.067303 3.528202 -3.429391 -0.02 0.00 0.00
C 1.742014 -0.441786 3.595284 0.01 -0.02 -0.01
C -2.085328 -1.319007 3.215147 0.08 -0.01 0.01
C 1.436378 -1.176579 1.313701 0.05 -0.06 -0.03
C 3.454349 2.727716 0.183975 0.00 0.00 0.02
C -4.659640 -1.478444 0.954998 -0.01 -0.01 0.02
C 1.849672 -0.206922 2.234049 0.01 0.04 0.03
C 4.332127 -0.851291 -2.186661 0.00 -0.02 -0.01
H -0.620645 -4.367528 -3.817044 0.00 0.00 0.00
H -3.806806 1.960679 -2.593844 0.00 0.00 0.00
H -0.077167 3.591780 -3.882383 0.01 0.00 0.00
H 4.174823 3.546293 0.102279 0.02 -0.02 -0.02
H 0.339989 -3.522245 3.493690 0.00 0.00 0.00
H -1.583319 5.069422 1.198285 0.01 0.01 0.01
H 0.529522 -3.115017 1.082216 0.01 0.00 0.00
H 0.831851 2.993729 3.180607 0.00 0.00 0.00
H -0.334979 -2.117367 -2.870998 -0.03 0.03 -0.01
H -3.675267 -3.865549 -1.258893 0.00 0.00 0.00
H 3.696284 2.785386 -2.992155 0.00 0.00 -0.01
H 2.581044 -5.805354 -1.364810 0.00 0.00 0.00
H -0.551435 3.802927 3.937081 0.01 0.00 0.00
H 7.600365 -1.070038 -1.336231 0.00 0.00 0.00
H -1.205253 4.404540 -2.792517 0.00 0.00 0.00
H -1.191362 4.202703 -0.274345 0.00 -0.03 0.01
H 2.889178 -3.550340 -0.436444 0.00 0.00 0.00
H -0.391368 2.037013 4.032925 0.00 0.00 0.00
H 1.683906 5.318142 -0.351698 0.00 0.00 -0.01
H 1.109935 -1.821824 5.112722 0.00 0.00 -0.03
H 0.826640 -6.224242 -3.057638 0.00 0.00 0.00
H -5.997916 -4.630537 -0.844651 0.00 0.00 0.00
H 3.708047 -0.804394 -3.073458 0.00 -0.01 0.00
H -3.345701 3.592932 2.713788 -0.01 0.00 0.00
H -6.581773 -1.376693 1.880721 0.00 0.00 0.00
H -1.806103 3.588169 -4.233620 0.00 0.00 0.00
H -1.796958 0.603447 -4.512123 0.00 0.01 0.00
H 0.933059 5.020867 -1.922227 0.00 0.00 0.01
H 2.681593 5.232257 -1.800876 0.00 -0.01 -0.01
H -7.442226 -3.382137 0.719876 0.00 0.00 0.00
H -0.129125 0.335583 -3.980516 0.00 -0.01 0.00
H 3.054730 2.744664 1.200637 -0.01 0.04 -0.01
H -3.258943 1.075447 -1.156647 0.01 0.00 0.00
H 3.997286 1.790855 0.045429 -0.01 -0.01 0.02
H 0.087007 4.619477 0.871972 0.00 0.00 -0.01
H 4.157560 -0.951513 1.195067 -0.01 0.00 0.01
H -3.665835 2.588343 1.293392 0.00 0.00 0.00
H -1.476200 -0.433683 -3.118202 -0.01 -0.03 0.00
H 2.249497 0.739851 1.887460 0.01 -0.01 0.01
H 6.141582 -0.935646 -3.331350 0.00 0.00 0.00
H -4.260368 -0.611591 1.465886 0.01 0.01 0.01
H -3.244329 2.839897 -1.167778 0.00 -0.01 0.01
H 6.594189 -1.085256 0.922650 0.00 0.00 0.00
H 2.033676 2.691993 -3.577712 -0.01 0.00 0.00
H 2.050165 0.320205 4.299951 0.00 0.00 0.00
H 2.795211 1.277861 -2.849575 0.01 0.01 0.00
H -3.296335 1.822965 2.849435 0.00 -0.01 0.01



91
Properties=species:S:1:pos:R:3:forces:R:3 method="wB97M-V/def2-TZVPD" lumo_ev=0.18 orbital_gap_ev=6.63 homo_ha=-0.237 energy_ev=-131210.9761 relative_energy_kj_mol=54.7 total_charge=0
Ru 0.447532 0.349725 0.573640 0.03 -0.50 -0.62
Ge -2.190890 1.279633 -0.140026 0.10 -0.03 0.15
S 2.809250 0.101592 0.027418 0.11 0.28 0.18
S -0.385605 -1.966346 0.380113 0.05 0.20 0.02
Si -1.298203 -4.641314 2.297793 -0.04 -0.01 0.05
N 2.485256 0.844963 -2.519454 -0.11 0.01 0.02
N 3.061430 2.525443 -1.092337 -0.03 0.08 0.07
N 0.492917 -0.893830 2.571106 -0.28 -0.01 -0.23
C -2.648628 5.403446 -0.979781 0.01 0.00 0.00
C -4.827714 4.556704 -0.427194 0.01 -0.01 0.00
C 4.699668 2.992349 0.757504 0.03 -0.04 0.01
C -0.235010 -5.547061 1.060569 0.04 0.00 -0.01
C 5.789104 3.755897 0.006842 0.02 0.01 0.00
C -0.430627 -3.098379 2.941612 0.03 -0.01 0.03
C -3.746268 -0.982992 -1.241274 -0.01 0.04 -0.06
C -2.493139 0.341503 4.497504 0.00 -0.01 0.02
C -2.414902 0.824789 1.746044 -0.09 -0.01 0.00
C -2.920432 3.069880 -0.418607 -0.03 -0.01 -0.01
C -2.911886 -0.635975 3.604562 -0.01 0.01 -0.04
C -2.659711 -0.727607 -3.779442 0.02 0.02 -0.01
C 0.463787 -1.782994 4.774519 -0.02 -0.05 -0.01
C -4.121840 -1.861231 -2.250085 0.00 0.02 0.03
C -2.108632 4.137139 -0.789095 -0.03 0.01 0.01
C -3.576207 -1.736670 -3.518315 -0.01 -0.01 -0.01
C 3.286498 3.147505 0.213222 -0.04 0.01 0.00
C -1.994417 1.799853 2.654925 -0.08 -0.01 0.01
C -0.219114 1.522043 -0.379552 0.10 0.06 0.28
C -2.818937 0.026879 -1.487852 -0.06 0.02 0.05
C -4.007400 5.613250 -0.800302 0.00 0.01 0.00
C -2.285486 0.147421 -2.770444 0.00 -0.06 0.01
C -2.033156 1.559622 4.021691 0.02 0.03 0.00
C 2.757701 1.240033 -1.273684 -0.08 -0.27 0.00
C 0.752939 -0.781612 3.869066 0.05 0.02 0.07
C 2.969987 -1.536659 -3.106135 0.03 0.00 0.01
C -2.958849 -4.192938 1.559210 0.00 0.05 -0.02
C -0.096236 -2.020569 2.100278 0.14 0.17 0.06
C -1.592326 -5.766929 3.769880 0.00 -0.03 -0.01
C 6.185117 3.164588 -1.343927 -0.02 0.01 0.01
C -2.870725 -0.398650 2.238464 0.04 0.03 0.07
C -0.131887 -2.943950 4.291268 0.02 0.05 -0.06
C 3.468810 -0.886895 -5.528787 0.02 0.00 0.02
C 4.029886 -1.157777 -4.136378 0.00 -0.01 -0.01
C 1.917771 -0.462425 -2.865243 0.00 -0.01 -0.02
C -4.285399 3.294282 -0.236944 0.02 0.00 -0.02
H 0.692710 -5.880010 1.531286 0.01 0.00 -0.02
H -4.837951 -2.646015 -2.041595 0.00 0.00 0.00
H -2.518794 0.149000 5.562768 0.00 0.00 0.00
H 6.678245 3.779744 0.641760 0.00 0.02 0.00
H 1.235610 -0.757603 -2.065791 0.01 -0.01 -0.02
H 2.441388 -2.437486 -3.432514 0.00 -0.01 0.01
H -3.257797 -1.594200 3.972403 0.00 0.00 0.01
H -5.888422 4.718381 -0.283229 0.00 0.00 0.00
H 5.379275 3.224395 -2.075372 0.00 0.00 0.00
H 7.045271 3.691646 -1.758248 0.01 -0.01 -0.01
H -1.044857 3.972881 -0.918775 0.01 0.01 -0.01
H -1.559713 0.926430 -2.979781 0.01 0.00 -0.01
H 1.324453 -0.303130 -3.767158 -0.03 0.01 0.02
H 4.671695 3.346350 1.791821 -0.01 -0.01 0.00
H -2.225205 -5.303624 4.529681 -0.01 0.01 0.00
H 4.269497 -0.705981 -6.246350 -0.01 0.00 -0.01
H 4.943157 1.928211 0.802930 0.00 0.02 0.00
H 2.815978 -0.011098 -5.544512 -0.01 0.00 0.00
H 3.057356 4.208190 0.086908 -0.03 -0.01 0.00
H -2.008113 6.228379 -1.266347 0.01 0.00 0.00
H 6.454062 2.111465 -1.238979 0.00 -0.01 -0.01
H -3.149608 -1.192877 1.560611 0.00 -0.01 -0.02
H 3.444481 -1.775966 -2.153514 0.00 0.00 -0.01
H -0.376344 -3.739351 4.985900 0.00 0.00 0.02
H 5.481628 4.799847 -0.119421 0.00 0.00 0.00
H 0.020784 -4.902641 0.219313 0.00 0.00 -0.01
H 0.692062 -1.657254 5.823473 0.00 0.00 0.00
H 2.866206 3.149931 -1.858816 0.07 0.00 -0.01
H 1.212677 0.148638 4.182756 -0.01 0.00 0.00
H -1.642344 2.759353 2.290219 0.00 0.00 0.01
H 2.884114 -1.737347 -5.886001 0.00 0.00 -0.01
H -0.654746 -6.066806 4.243029 0.00 -0.01 0.01
H -4.935486 2.477176 0.058167 -0.01 0.00 0.00
H -3.865238 -2.423684 -4.303372 0.00 0.00 0.00
H 4.580004 -0.280446 -3.782900 0.00 -0.01 0.00
H -2.827634 -3.541392 0.693372 -0.03 0.00 0.01
H -4.427968 6.599779 -0.947926 0.00 0.00 0.00
H -3.496100 -5.088566 1.238813 0.01 -0.02 0.00
H -0.755737 -6.428516 0.679149 0.00 0.00 0.00
H 2.411170 1.565461 -3.221440 0.04 -0.02 -0.02
H -1.701331 2.323663 4.713837 0.00 0.00 0.00
H -3.579926 -3.675618 2.294792 -0.02 0.01 -0.01
H -2.095716 -6.676261 3.433059 0.00 -0.01 0.01
H -2.235574 -0.625255 -4.770794 0.00 0.00 0.00
H -4.188117 -1.093706 -0.260134 -0.02 0.00 0.03
H 4.760286 -1.967739 -4.194761 0.00 0.00 0.00
H 2.556548 2.727906 0.909336 0.04 0.02 -0.02



94
Properties=species:S:1:pos:R:3:forces:R:3 method="wB97M-V/def2-TZVPD" lumo_ev=0.54 orbital_gap_ev=9.04 homo_ha=-0.312 energy_ev=-79130.9993 total_charge=0
S 1.469505 4.540241 3.099999 0.07 0.37 0.52
P -0.696266 2.609498 1.238568 0.61 -1.34 -0.16
Si 0.858372 -3.273377 0.723298 0.36 -0.26 -0.28
O -2.977283 5.089758 2.354358 0.38 0.37 0.07
O 1.643724 2.734204 5.043329 -0.09 -0.20 0.40
N -1.932167 10.064416 2.335399 0.11 -0.10 -0.03
N 1.951961 1.834543 3.048249 0.15 0.42 0.25
N -3.956418 -1.525034 -4.137390 0.05 0.00 -0.24
N 2.052844 0.839989 4.008476 -0.01 -0.39 0.12
N -1.615805 3.163837 2.674840 0.45 1.10 -0.87
N 5.127026 -5.693963 -0.204122 0.27 -0.13 -0.05
C -3.970581 0.724032 -0.458198 0.27 -0.43 -0.60
C -0.704624 -4.163767 0.115696 -0.56 0.09 1.05
C -3.666836 -1.093448 -6.873726 0.00 0.01 -0.06
C -2.003937 -3.617806 0.781932 0.47 -0.03 -0.53
C 1.420223 -1.883123 -0.449975 -0.16 -0.22 0.26
C -4.157720 -0.767599 -0.822320 -0.25 0.17 0.73
C 1.858379 1.388223 5.147796 0.12 -0.19 -0.59
C -2.038492 2.405505 -0.038482 0.33 -0.08 0.78
C -1.109688 7.815594 2.476130 0.12 0.14 -0.03
C 0.678763 -2.575505 2.470775 0.16 -0.17 -0.29
C 0.334664 9.568379 1.731775 -0.04 -0.01 0.02
C 4.806951 -6.949240 0.103037 -0.10 0.10 -0.01
C 2.695603 -1.345590 -0.220219 -0.05 0.08 -0.10
C 2.480808 0.117697 -2.102151 0.53 0.01 0.54
C 7.062783 -7.691666 -0.049903 0.04 -0.05 0.01
C 3.237286 -0.349349 -1.024974 -0.51 -0.42 0.02
C 6.413671 -5.435299 -0.434603 -0.10 0.08 0.00
C -2.344881 -2.282586 0.106483 -0.73 -0.61 0.97
C 1.716267 2.914915 3.713795 -0.04 0.14 -1.15
C 0.295796 4.025061 0.529970 -0.49 0.42 0.85
C 2.257111 -4.555465 0.669467 -0.54 0.96 -0.32
C -2.549564 0.959538 0.078817 -0.36 -0.14 -0.38
C 1.585047 4.429889 1.298347 -0.46 -0.58 -0.63
C 0.666822 -1.389971 -1.519322 0.66 0.28 0.06
C -2.591663 -0.926074 -6.016394 -0.02 0.00 -0.01
C 0.132482 8.231321 2.029451 0.11 -0.13 -0.04
C -4.979125 -1.679257 -4.977012 -0.01 -0.02 0.14
C -0.728649 10.441000 1.904278 -0.12 0.07 0.03
C -2.105260 8.772087 2.610274 -0.13 0.08 0.01
C -3.769875 -1.741078 0.336318 0.48 0.77 -0.73
C 5.730237 -7.980018 0.194739 0.03 0.02 -0.01
C 1.209815 -0.388985 -2.326516 -0.10 0.13 -0.41
C -2.789522 -1.155265 -4.663732 -0.03 -0.03 0.16
C -2.236576 4.203083 2.495575 -0.89 -0.99 0.22
C 7.415907 -6.391623 -0.372711 -0.02 -0.02 0.01
C -4.888355 -1.478961 -6.346011 0.04 0.02 0.00
H -1.638686 -1.551478 0.510589 0.15 0.05 -0.51
H 4.233434 0.013113 -0.801788 -0.05 0.14 -0.17
H 1.830979 5.447062 0.984042 0.12 -0.03 0.26
H 3.752486 -7.129563 0.283740 0.01 -0.04 0.02
H 2.293689 -4.899117 -0.369822 0.04 -0.27 0.18
H -3.554371 -0.934592 -1.715355 -0.03 -0.32 0.09
H -0.317239 -1.790164 -1.728546 0.03 0.05 -0.03
H -3.554517 -0.925753 -7.937344 0.00 0.00 0.00
H 1.854705 0.859738 6.085386 -0.06 0.45 0.20
H 2.092945 -5.378301 1.365576 0.16 -0.01 -0.05
H -4.516078 -2.533507 0.417037 0.18 -0.09 0.03
H 1.417634 -1.784976 2.634301 -0.08 -0.01 -0.03
H -2.210346 -2.426158 -0.967777 0.13 0.18 0.03
H -2.816325 -4.349130 0.703939 -0.02 0.15 -0.22
H -0.619402 11.498553 1.690005 0.05 -0.01 -0.02
H -1.621042 -0.625318 -6.386515 0.01 -0.01 0.02
H -4.755613 1.072139 0.219339 0.17 0.08 0.08
H 8.444531 -6.123480 -0.571701 -0.01 0.02 0.00
H -5.191359 -0.981552 -1.110079 0.04 0.27 -0.08
H 2.920146 0.875920 -2.741496 -0.24 -0.02 -0.10
H 3.291026 -1.727825 0.604653 -0.05 0.06 -0.02
H -0.312143 -2.157983 2.661587 0.10 0.00 0.07
H 0.935971 7.513637 1.912090 0.03 0.03 0.02
H 3.206081 -4.044117 0.833853 0.07 -0.33 0.24
H -1.812515 -3.500673 1.852959 -0.19 0.12 -0.04
H -0.819522 -4.144100 -0.971697 0.14 -0.13 0.04
H 0.895876 -3.372547 3.189908 -0.20 0.09 0.03
H -1.298124 6.780427 2.712931 -0.06 0.03 0.04
H -1.885008 0.340445 -0.533438 0.07 0.05 0.15
H -3.774653 -1.146628 1.255635 -0.24 -0.35 0.17
H 7.814873 -8.468211 0.010283 0.00 0.00 0.00
H -3.096214 8.495412 2.952610 0.02 -0.06 0.01
H -0.608201 -5.206731 0.445902 0.23 0.03 -0.28
H -4.056594 1.277573 -1.402415 -0.21 0.14 0.19
H -5.916665 -1.978192 -4.520723 -0.02 -0.01 -0.05
H -1.973598 -1.038832 -3.956192 0.04 0.02 -0.04
H -1.538538 2.514834 -1.005192 -0.28 0.30 -0.02
H -5.752549 -1.621087 -6.980229 -0.01 0.00 0.02
H 5.411698 -8.981262 0.450826 -0.02 0.01 0.00
H 0.671353 0.010346 -3.182604 -0.17 -0.16 0.12
H -0.365129 4.893980 0.411185 0.22 0.05 -0.15
H 0.605935 3.676616 -0.460153 -0.20 -0.01 0.02
H 2.415591 3.795928 0.985807 -0.03 -0.08 0.32
H 6.645361 -4.404359 -0.680541 0.05 -0.02 -0.01
H 1.291541 9.927658 1.378584 -0.01 0.02 0.00
H -2.842237 3.136705 0.094144 0.08 0.05 -0.24
H -2.467953 0.556786 1.093247 0.04 0.27 0.04